No. 1
DFT (ωB97M-V/def2-TZVPD) results for a structure of composition C48H56N3O22.

The geometry in ORCA input format:
```
! RIJCOSX wB97M-V def2-TZVPD def2/J DEFGRID3
* xyz -1 1
C 31.58900 32.82000 2.68700
C 30.51000 33.88600 3.02200
O 29.47100 33.63800 3.62700
N 30.76000 35.35100 2.45100
H 31.09200 35.92600 3.38700
H 31.61000 35.31500 1.82700
C 29.62900 36.23700 2.01400
H 31.05400 31.91700 2.52800
H 32.17200 32.58100 3.63200
H 32.10500 32.85100 1.67800
H 28.89700 36.43900 2.75000
H 29.10900 35.87900 1.16700
H 29.77600 37.18700 1.85000
N 32.57200 37.97200 4.11900
O 31.42100 37.46200 4.24800
O 32.65300 39.16300 4.55000
O 33.37600 37.62300 3.19700
N 32.79700 35.94100 1.43200
O 32.00000 36.78700 1.66500
O 33.98300 36.29800 1.16400
O 32.84400 35.06200 2.38700
C 26.06700 34.73100 1.35200
C 25.58100 35.54700 2.56600
C 24.01800 35.59700 2.54700
O 26.02400 34.72800 3.66700
H 25.56900 35.15500 0.47000
H 25.88100 33.72300 1.47400
H 27.25700 34.67300 1.08900
H 25.72200 36.49800 2.62800
H 23.58800 35.96200 3.39400
H 23.56900 34.69000 2.55700
H 23.59600 36.17500 1.77700
H 26.40700 35.30600 4.36000
C 27.78900 31.09400 0.54300
C 27.92800 29.92400 1.73600
C 28.51700 28.62900 1.19600
O 28.76100 30.50600 2.67300
H 27.40400 30.62700 -0.21200
H 28.82500 31.19100 0.23100
H 27.27400 31.90500 0.62600
H 26.94600 29.93300 1.97900
H 27.84600 28.20400 0.47900
H 28.30000 27.86300 1.85800
H 29.57200 28.46200 0.68600
H 28.27700 31.33500 3.01500
C 27.02200 39.89100 5.09500
C 28.49700 39.81700 4.65700
C 29.15600 41.12900 5.07900
O 29.03800 38.64500 5.33200
H 27.00700 40.02100 6.09700
H 26.63600 38.81600 4.54900
H 26.38900 40.57800 4.50200
H 28.60300 39.72300 3.66600
H 30.19600 40.91800 4.86500
H 28.85700 41.34900 6.12900
H 28.69900 41.95600 4.59300
H 29.72100 38.30700 4.77600
C 35.68600 30.02000 2.28500
C 34.49600 30.10200 1.17100
C 33.03400 29.83500 1.63700
O 32.05300 29.65800 0.97000
C 32.84200 29.53200 3.16300
C 33.97800 29.65700 4.08400
C 35.35500 29.83300 3.79800
O 36.14200 29.90100 4.70600
H 36.74900 29.99000 1.89000
H 34.78900 30.34900 0.22400
H 31.93100 29.22400 3.43200
H 33.64700 29.38900 5.18600
C 31.01900 41.96400 2.03700
C 30.53900 40.56700 1.65500
C 29.35500 40.35500 0.79000
O 28.82500 39.28100 0.69300
C 28.98200 41.59700 0.11000
C 29.48900 42.92300 0.30700
C 30.56200 43.12900 1.31800
O 30.75100 44.17800 1.66400
H 31.69600 42.16700 3.12800
H 30.89400 39.74200 2.41400
H 28.34900 41.59700 -0.74800
H 28.98900 43.75800 -0.25500
C 35.42700 33.27100 5.44000
C 36.97500 33.20000 5.23800
C 37.77000 34.49700 5.03300
O 38.93700 34.48300 4.69500
C 36.97800 35.74500 4.93300
C 35.52100 35.74400 4.94700
C 34.73300 34.54000 4.95700
O 33.51600 34.58200 4.83600
H 34.92100 32.34700 5.67200
H 37.64700 32.42900 5.44400
H 37.41800 36.57500 4.68800
H 35.01200 36.78700 4.82400
C 31.66000 33.57500 7.78900
C 31.98200 32.30300 6.86000
C 31.60900 30.99900 7.34600
O 31.67200 29.93400 6.63700
C 31.16900 30.83500 8.72500
C 31.06500 32.08100 9.59200
C 31.24300 33.41600 9.13800
O 30.94500 34.38200 9.79500
H 31.97900 34.49800 7.25000
H 32.29300 32.33900 5.81900
H 30.99800 29.85800 9.19100
H 30.86600 31.90200 10.68800
C 29.87900 38.13500 -1.37100
C 28.43700 37.72100 -1.31200
C 27.30100 38.75700 -1.68100
O 26.14800 38.49000 -1.62700
C 27.80300 39.97700 -2.47500
C 29.31100 40.27600 -2.56900
C 30.25200 39.42700 -1.92500
O 31.41800 39.85900 -1.80500
H 30.70300 37.50400 -1.17900
H 28.16200 36.61500 -0.91000
H 26.82100 40.62900 -2.86500
H 29.44700 41.16700 -3.10200
C 31.97000 30.89100 -0.56500
C 30.62700 31.59500 -0.88900
C 30.76300 33.05400 -1.17300
O 29.92500 33.73100 -1.76300
C 32.02500 33.67400 -0.86700
C 33.19400 32.94800 -0.56800
C 33.29900 31.53700 -0.66500
O 34.24100 30.76100 -0.49500
H 32.05400 29.80700 -0.28600
H 29.50800 31.19600 -1.00300
H 32.18700 34.83900 -1.15500
H 34.14900 33.63000 -0.32000
*
```

## Properties
energy = -100150.7792 eV
HOMO-LUMO gap = 5.21 eV
ΔE to the lowest compared entry with this formula, charge and spin = 13.873 eV

Here are the Löwdin charges for atoms 1 to 6, given in e: C 0.0104; C -0.2515; O 0.0861; N 0.0262; H 0.1851; H 0.0013



No. 2
DFT (ωB97M-V/def2-TZVPD) results for a structure of composition CH4O2SSi.

The geometry in ORCA input format:
```
! RIJCOSX wB97M-V def2-TZVPD def2/J DEFGRID3
* xyz 0 1
C 0.92786 -0.46406 0.07162
O 1.94254 1.98079 0.32487
O -0.34033 1.63137 1.32711
Si -0.90359 -0.86610 -0.36644
S 0.75185 1.18500 0.51751
H 1.67487 -0.48837 -0.64624
H -1.90721 -0.72377 0.81810
H -0.72985 -2.25532 -0.71746
H -1.41614 0.00046 -1.32906
*
```

## Properties
energy = -23906.2614 eV
HOMO-LUMO gap = 9.22 eV
ΔE to the lowest compared entry with this formula, charge and spin = 2.091 eV

Here are the Löwdin charges for atoms 1 to 6, given in e: C -0.3773; O -0.3222; O -0.3269; Si 0.5776; S 0.6887; H -0.0136



No. 3
DFT (ωB97M-V/def2-TZVPD) results for the molecule C6H13NO2.

The geometry in ORCA input format:
```
! RIJCOSX wB97M-V def2-TZVPD def2/J DEFGRID3
* xyz 0 1
C 2.26915 -0.83972 -0.54801
C 0.86187 -0.27667 -0.77448
C 0.14436 -0.25505 0.55423
C -0.02554 -1.68722 1.19055
C -1.33448 0.45132 0.34399
N -2.06184 0.13355 -1.01758
C -0.98383 1.97521 0.50697
O -0.40266 2.51868 1.47797
O -1.31467 2.82735 -0.51416
H 2.38288 -1.85313 -0.01135
H 2.52745 -0.99685 -1.66625
H 2.86520 -0.06225 -0.00807
H 0.31053 -0.90453 -1.57138
H 1.03886 0.70710 -1.24697
H 0.46553 0.49842 1.29298
H 0.92709 -1.66181 1.71963
H -0.82156 -1.64475 1.97153
H -0.00251 -2.51981 0.39354
H -1.94252 -0.04036 1.17232
H -1.86279 -0.83743 -1.39143
H -1.69599 0.71653 -1.75138
H -1.34452 3.75141 -0.12268
*
```

## Properties
SMILES = CC[C@H](C)[C@H](N)C(=O)O
energy = -12016.4711 eV
HOMO-LUMO gap = 10.10 eV
ΔE to the lowest compared entry with this formula, charge and spin = 2.254 eV

Here are the Löwdin charges for atoms 1 to 6, given in e: C -0.1288; C -0.2836; C -0.3494; C -0.0613; C -0.1774; N 0.0259



No. 4
DFT (ωB97M-V/def2-TZVPD) results for the ion C5H12N2S with charge +2.

The geometry in ORCA input format:
```
! RIJCOSX wB97M-V def2-TZVPD def2/J DEFGRID3
* xyz 2 1
C 1.00650 1.16355 -0.35876
C 2.09287 0.42647 -0.20105
C -0.37399 0.72857 -0.06830
C 0.34479 -1.20716 1.12859
C -1.02153 -0.24716 -1.11351
N 0.48146 -1.02177 2.62781
N -1.60569 0.63112 -2.11530
S 2.06206 -1.16352 0.53186
H 1.15603 2.34956 -0.39285
H 3.02707 0.85997 -0.43017
H -0.94993 1.37025 0.59285
H -0.35449 -2.02058 0.94057
H -1.74064 -0.92229 -0.68517
H -0.30192 -0.79474 -1.64951
H 0.78985 -1.87535 3.09025
H -0.52095 -0.72470 2.85590
H 1.14858 -0.15311 2.72837
H -2.10626 0.27941 -3.00029
H -0.87398 1.00750 -2.76205
H -2.25984 1.31398 -1.71924
*
```

## Properties
energy = -19174.2701 eV
HOMO-LUMO gap (alpha / beta) = 7.90 / 7.90 eV
ΔE to the lowest compared entry with this formula, charge and spin = 2.648 eV

Here are the Löwdin charges for atoms 1 to 6, given in e: C -0.2105; C -0.3858; C -0.0165; C -0.3935; C -0.1611; N 0.0945



No. 5
DFT (ωB97M-V/def2-TZVPD) results for a cluster of 2 separate species, C5H10FNSi in total.

The geometry in ORCA input format:
```
! RIJCOSX wB97M-V def2-TZVPD def2/J DEFGRID3
* xyz 0 1
C -3.06325 1.08736 -0.56230
C -2.07469 -1.72086 -0.03550
C 2.37988 1.13677 0.88578
C -1.69663 0.64429 -0.72384
C -1.54182 -0.42706 0.21912
N -4.10649 1.41008 -0.19629
F 2.14541 0.66987 -1.81254
Si 2.02548 -0.08684 -0.46942
H -2.07510 -2.29718 0.84266
H -1.55455 -2.28627 -0.89607
H -3.11570 -1.59223 -0.36741
H 3.51773 1.27825 1.10326
H 2.02262 2.05063 0.34598
H 1.79885 1.13728 1.76848
H -1.02686 1.41762 -0.37679
H -1.47424 0.40305 -1.74578
H -1.64884 -0.19313 1.21472
H 2.81406 -1.41075 -0.34973
*
```

## Properties
energy = -17429.5637 eV
HOMO-LUMO gap (alpha / beta) = 7.80 / 7.67 eV
ΔE to the lowest compared entry with this formula, charge and spin = 3.699 eV

Here are the Löwdin charges for atoms 1 to 6, given in e: C -0.2325; C -0.1248; C -0.2748; C -0.2354; C -0.2202; N 0.1553



No. 6
DFT (ωB97M-V/def2-TZVPD) results for a cluster of 2 separate species, O4PS in total.

The geometry in ORCA input format:
```
! RIJCOSX wB97M-V def2-TZVPD def2/J DEFGRID3
* xyz -1 1
O 1.18055 -0.16833 -1.13496
O 2.84894 0.38967 0.59186
O -2.38686 -0.67401 -0.87871
O -1.66904 0.73850 0.96472
P 1.45397 0.10663 0.31965
S -1.42756 -0.39247 0.13744
*
```

## Properties
energy = -28316.5603 eV
HOMO-LUMO gap = 7.38 eV
ΔE to the lowest compared entry with this formula, charge and spin = 0.534 eV

Löwdin atomic charges, in units of e: O -0.5877; O -0.5511; O -0.4515; O -0.4787; P 0.3593; S 0.7097



No. 7
DFT (ωB97M-V/def2-TZVPD) results for a cluster of 5 separate species, C18H38F9N4O4PS in total.

The geometry in ORCA input format:
```
! RIJCOSX wB97M-V def2-TZVPD def2/J DEFGRID3
* xyz 0 1
F -2.79229 4.50133 -6.83275
C -2.61249 3.23182 -6.40955
F -1.30870 2.92546 -6.67911
C -2.88485 3.04827 -4.92484
C -3.28922 4.33065 -4.19197
C -3.63054 4.14505 -2.69035
C -3.13902 2.86895 -1.98684
P -4.18784 1.36287 -2.31118
C -3.38829 2.30898 -7.40176
F -3.07986 1.04197 -7.11232
F -2.97861 2.57370 -8.63988
S -5.29070 2.41011 -7.42009
F -5.28048 3.42419 -8.63172
F -5.30745 3.64328 -6.40697
F -5.36461 1.41719 -6.17617
F -5.32280 1.18453 -8.42214
F -6.86398 2.44099 -7.44474
H -1.94260 2.67942 -4.51213
H -3.61529 2.25055 -4.78452
H -4.14349 4.78656 -4.69317
H -2.46786 5.04701 -4.28826
H -3.21549 5.00147 -2.15034
H -4.71592 4.21263 -2.56498
H -3.11175 3.03423 -0.90959
H -2.11272 2.62500 -2.27847
H -4.17662 0.83747 -1.00431
H -5.43818 2.00779 -2.17583
C 1.77330 1.13805 0.61081
N 0.42830 1.68316 0.59907
C 0.20222 3.08653 0.88915
C -0.63440 0.89670 0.35719
O -1.79546 1.26791 0.37186
H 2.22954 1.26725 1.59403
H 2.39846 1.63385 -0.13568
H 1.74025 0.07699 0.39132
H -0.43453 3.20253 1.76686
H -0.29209 3.57999 0.05109
H 1.16155 3.56457 1.07395
H -0.35132 -0.14633 0.13874
C 6.01158 -3.08594 -0.87886
N 4.89996 -2.19022 -0.63617
C 4.61982 -1.12695 -1.58577
C 4.10979 -2.30589 0.44519
O 3.16684 -1.57021 0.68324
H 6.95322 -2.53542 -0.91953
H 5.88020 -3.62290 -1.82003
H 6.07055 -3.81288 -0.07095
H 4.68607 -0.15222 -1.10118
H 3.61506 -1.23205 -1.99618
H 5.34552 -1.17673 -2.39403
H 4.39253 -3.13485 1.11270
C -0.91937 -2.35240 2.51355
N 0.01099 -2.36162 3.62201
C -0.43208 -2.84668 4.92107
C 1.28349 -1.94181 3.48860
O 2.10135 -1.94225 4.39565
H -1.78570 -1.72525 2.73249
H -1.26642 -3.36308 2.28821
H -0.41766 -1.95502 1.63311
H -0.34877 -2.06397 5.67585
H 0.17641 -3.68639 5.25344
H -1.47008 -3.16252 4.84654
H 1.53738 -1.60784 2.47047
C 4.38359 -4.22618 7.34088
N 2.98654 -3.92265 7.54742
C 2.59280 -2.55214 7.83796
C 2.03031 -4.86589 7.46785
O 0.83988 -4.65514 7.61629
H 4.97162 -3.98630 8.22965
H 4.78210 -3.65997 6.49635
H 4.49535 -5.28900 7.13015
H 2.07849 -2.49933 8.79866
H 1.93501 -2.17375 7.05897
H 3.48726 -1.93409 7.87032
H 2.43218 -5.87313 7.26165
*
```

## Properties
SMILES = FC(F)(CCCCP)C(F)(F)S(F)(F)(F)(F)F.CN(C)C=O.CN(C)C=O.CN(C)C=O.CN(C)C=O
energy = -78012.4804 eV
HOMO-LUMO gap = 9.33 eV

Here are the Löwdin charges for atoms 1 to 6, given in e: F 0.1155; C -0.4557; F 0.1079; C -0.1159; C -0.1757; C -0.2518



No. 8
DFT (ωB97M-V/def2-TZVPD) results for the molecule C4H10N2O.

The geometry in ORCA input format:
```
! RIJCOSX wB97M-V def2-TZVPD def2/J DEFGRID3
* xyz 0 1
C -1.29857 -2.07183 -0.67725
C -0.87098 -0.93457 0.27688
N 0.50178 -0.50747 -0.09773
C 1.15777 0.49891 0.72962
C 0.40276 1.80273 0.50257
N 0.80636 2.55025 -0.55825
O -0.44453 2.15418 1.29836
H -2.01349 -1.77883 -1.44079
H -0.46951 -2.52473 -1.24372
H -1.86442 -2.85661 -0.17713
H -1.49905 -0.08500 0.01792
H -0.84218 -1.23339 1.32441
H 1.13147 -1.28941 -0.21081
H 1.29802 0.23709 1.79702
H 2.21469 0.53541 0.43948
H 1.37396 2.05251 -1.21556
H 0.41593 3.45076 -0.76503
*
```

## Properties
SMILES = CCNCC(N)=O
energy = -9337.7307 eV
HOMO-LUMO gap = 9.85 eV
ΔE to the lowest compared entry with this formula, charge and spin = 1.257 eV

Here are the Löwdin charges for atoms 1 to 6, given in e: C -0.0945; C -0.2388; N -0.0986; C -0.1711; C -0.5496; N 0.1664



Number 1: F_max 0.3315 Eh/bohr. Number 2: F_max 0.1075 Eh/bohr. Number 3: F_max 0.0782 Eh/bohr. Number 4: F_max 0.0899 Eh/bohr. Number 5: F_max 0.0771 Eh/bohr. Number 6: F_max 0.0614 Eh/bohr. Number 7: F_max 0.0055 Eh/bohr. Number 8: F_max 0.0378 Eh/bohr.